Model P:
ORCA calculation (ωB97M-V with the def2-TZVPD basis set) on a 3-piece molecular cluster, C3H11NO3 overall.

Cartesian coordinates (Å):
O  1.462  0.267  0.476
C  0.989  1.087  -0.331
C  -0.311  0.872  -1.108
C  -1.515  0.802  -0.211
N  -0.343  1.967  -2.250
H  1.618  2.031  -0.362
H  -0.360  0.027  -1.667
H  -2.548  0.378  -0.629
H  -1.731  1.601  0.633
H  -1.456  -0.072  0.441
H  -0.569  2.942  -1.984
H  -0.793  1.602  -3.104
H  -0.093  -2.117  2.262
H  -0.737  -0.882  2.872
O  -0.727  -1.506  2.137
H  0.218  -1.896  0.600
H  1.611  -2.490  1.026
O  0.797  -2.693  0.581

Its structure (SMILES) is C[C@@H](N)C=O.O.O. The value obtained for the HOMO-LUMO gap is 0.37402 hartree. The lowest unoccupied orbital energy comes out at 0.683 eV.

Model Q:
ORCA calculation (ωB97M-V with the def2-TZVPD basis set) on a 3-piece molecular cluster, C3H11NO3 overall.

Cartesian coordinates (Å):
C  -1.581  -0.410  -1.579
C  -1.180  -0.803  -0.169
C  0.253  -0.281  0.215
N  0.312  0.026  1.538
O  1.125  -0.270  -0.618
H  -2.563  -0.762  -1.821
H  -1.459  0.643  -1.752
H  -0.903  -0.836  -2.364
H  -1.275  -1.840  0.143
H  -1.772  -0.147  0.474
H  1.084  0.559  1.912
H  -0.279  -0.305  2.275
H  3.373  5.271  -1.897
H  3.194  6.734  -1.151
O  3.221  5.785  -1.107
H  -0.349  -4.308  2.747
H  -0.351  -4.483  1.174
O  -0.850  -4.574  1.980

Its structure (SMILES) is CCC(N)=O.O.O. The value obtained for the HOMO-LUMO gap is 0.37672 hartree. The lowest unoccupied orbital energy comes out at 0.591 eV.

Preferred: model Q; penalty for the next structure: 194.1 kJ/mol.

Model P:
ORCA calculation (ωB97M-V with the def2-TZVPD basis set) on a 3-piece molecular cluster, C3H11NO3 overall.

Cartesian coordinates (Å):
O  1.343  -0.408  -0.665
C  0.929  -0.227  0.500
C  0.214  1.043  0.901
C  0.850  2.382  0.419
N  -1.294  0.991  0.439
H  0.732  -1.194  1.131
H  0.348  1.139  1.998
H  0.233  3.251  0.604
H  0.914  2.478  -0.650
H  1.742  2.544  0.879
H  -1.855  0.389  1.102
H  -1.840  2.012  0.554
H  -0.141  -2.718  -0.217
H  -1.423  -3.371  0.348
O  -0.618  -2.909  0.591
H  -0.064  -2.150  -3.350
H  0.357  -1.517  -2.032
O  -0.428  -1.734  -2.549

Its structure (SMILES) is C[C@@H](N)C=O.O.O. The value obtained for the HOMO-LUMO gap is 0.36909 hartree. The lowest unoccupied orbital energy comes out at 0.308 eV.

Model Q:
ORCA calculation (ωB97M-V with the def2-TZVPD basis set) on a 4-piece molecular cluster, C3H11NO3 overall.

Cartesian coordinates (Å):
C  -0.813  -1.351  -2.904
C  0.227  -1.977  -2.336
C  -0.644  0.603  -1.640
N  -0.897  0.071  -2.749
H  -1.522  -1.836  -3.555
H  0.648  -1.575  -1.422
H  0.357  -3.049  -2.442
H  -0.488  1.670  -1.541
H  -0.468  0.063  -0.701
H  3.599  3.678  2.407
H  3.115  4.022  3.743
O  2.799  4.032  2.840
H  -0.020  1.425  4.569
H  1.292  1.403  5.323
O  0.870  1.740  4.551
H  -2.263  -3.397  -1.803
H  -3.193  -2.449  -1.399
O  -2.598  -3.072  -0.942

Its structure (SMILES) is C=CN=C.O.O.O. The value obtained for the HOMO-LUMO gap is 0.36368 hartree. The lowest unoccupied orbital energy comes out at 0.750 eV.

Model R:
ORCA calculation (ωB97M-V with the def2-TZVPD basis set) on a 3-piece molecular cluster, C3H11NO3 overall.

Cartesian coordinates (Å):
C  -0.566  -1.115  1.387
C  -0.774  0.176  0.440
C  0.464  1.158  0.392
O  1.303  1.547  1.159
N  0.499  -2.078  1.140
H  -1.597  -1.625  1.447
H  -0.378  -0.742  2.415
H  -1.874  0.512  0.960
H  -1.083  -0.183  -0.624
H  0.593  1.257  -0.742
H  0.013  -2.922  0.670
H  1.194  -1.743  0.346
H  1.990  -1.021  -2.645
H  1.795  -2.420  -2.566
O  1.236  -1.642  -2.389
H  -0.696  3.847  -1.135
H  -1.464  3.272  0.003
O  -0.654  3.722  -0.260

Its structure (SMILES) is NCCC=O.O.O. The value obtained for the HOMO-LUMO gap is 0.35630 hartree. The lowest unoccupied orbital energy comes out at 0.433 eV.

Model S:
ORCA calculation (ωB97M-V with the def2-TZVPD basis set) on a 3-piece molecular cluster, C3H11NO3 overall.

Cartesian coordinates (Å):
C  0.665  0.104  0.101
N  0.054  1.302  -0.189
C  -0.927  1.409  -1.281
C  -2.294  0.813  -0.923
O  1.721  0.007  0.674
H  0.063  -0.763  -0.212
H  0.715  2.066  -0.177
H  -0.577  0.907  -2.193
H  -1.012  2.458  -1.575
H  -2.929  0.899  -1.806
H  -2.668  1.232  0.001
H  -2.135  -0.244  -0.733
H  4.464  -2.370  0.251
H  4.882  -3.715  -0.345
O  4.833  -3.234  0.488
H  -1.270  0.414  2.710
H  -1.589  -1.066  2.501
O  -1.998  -0.220  2.706

Its structure (SMILES) is CCNC=O.O.O. The value obtained for the HOMO-LUMO gap is 0.39717 hartree. The lowest unoccupied orbital energy comes out at 0.714 eV.

Preferred: model S; penalty for the next structure: 159.6 kJ/mol.

Model P:
ORCA calculation (ωB97M-V with the def2-TZVPD basis set) on a 4-piece molecular cluster, C3H11NO3 overall.

Cartesian coordinates (Å):
C  1.882  -0.334  -0.048
C  1.809  0.548  1.035
C  0.548  -0.826  -0.527
N  1.496  0.073  -1.350
H  2.755  -0.971  0.059
H  1.623  1.600  0.935
H  2.253  0.262  1.989
H  -0.361  -0.336  -0.173
H  0.418  -1.725  -1.108
H  1.163  1.041  -1.275
H  -2.226  0.362  -2.470
O  -1.468  -0.028  -2.042
H  -1.564  0.404  1.468
H  -0.138  0.961  1.631
O  -0.944  0.911  2.112
H  -1.947  -0.302  -1.125
H  -3.012  -1.011  0.667
O  -2.287  -0.628  0.222

The value obtained for the HOMO-LUMO gap is 0.16159 hartree. The lowest unoccupied orbital energy comes out at -3.938 eV.

Model Q:
ORCA calculation (ωB97M-V with the def2-TZVPD basis set) on a 3-piece molecular cluster, C3H11NO3 overall.

Cartesian coordinates (Å):
C  0.710  -0.705  1.854
C  -0.289  0.378  1.424
C  0.310  1.156  0.267
N  0.641  2.455  0.446
O  0.309  0.602  -0.821
H  1.185  -1.217  1.018
H  1.428  -0.252  2.523
H  0.246  -1.492  2.455
H  -0.438  1.003  2.305
H  -1.200  0.006  0.978
H  0.570  2.929  1.332
H  0.971  2.954  -0.364
H  0.317  -1.641  -1.980
H  1.754  -2.240  -2.173
O  1.032  -2.129  -1.551
H  -1.589  -0.920  -0.877
H  -2.925  -0.298  -1.471
O  -2.486  -1.099  -1.175

Its structure (SMILES) is CCC(N)=O.O.O. The value obtained for the HOMO-LUMO gap is 0.39193 hartree. The lowest unoccupied orbital energy comes out at 0.707 eV.

Preferred: model Q; penalty for the next structure: 690.3 kJ/mol.

Model P:
ORCA calculation (ωB97M-V with the def2-TZVPD basis set) on a 2-piece molecular cluster, C3H11NO3 overall.

Cartesian coordinates (Å):
C  0.738  -1.118  1.314
C  0.745  -1.360  -0.201
O  1.867  -0.723  -0.969
N  0.589  0.417  1.483
C  0.240  1.500  0.541
O  -0.647  2.543  0.972
H  1.715  -1.364  1.693
H  -0.182  -1.467  1.751
H  0.651  -2.466  -0.555
H  -0.230  -1.043  -0.629
H  2.448  -0.302  -0.334
H  0.894  0.634  2.441
H  -0.288  0.994  -0.271
H  1.158  1.984  0.323
H  -1.104  2.234  1.771
H  -2.146  -0.285  -2.871
H  -3.315  -0.066  -3.709
O  -3.134  -0.113  -2.748

Its structure (SMILES) is OCCNCO.O. The value obtained for the HOMO-LUMO gap is 0.34634 hartree. The lowest unoccupied orbital energy comes out at 0.683 eV.

Model Q:
ORCA calculation (ωB97M-V with the def2-TZVPD basis set) on a 3-piece molecular cluster, C3H11NO3 overall.

Cartesian coordinates (Å):
C  0.730  1.531  -0.613
C  0.339  -0.023  -0.375
N  0.828  -0.768  0.672
C  2.187  -0.667  1.259
O  -0.518  -0.604  -1.186
H  1.785  1.721  -0.796
H  0.012  1.721  -1.412
H  0.469  2.013  0.347
H  0.248  -1.595  0.819
H  2.649  -1.690  1.776
H  2.310  0.188  1.960
H  2.938  -0.640  0.404
H  -1.577  0.826  -2.161
H  -3.131  1.102  -2.031
O  -2.295  1.536  -2.142
H  -2.757  -1.741  0.467
H  -2.162  -1.099  1.810
O  -2.055  -1.811  1.202

Its structure (SMILES) is CNC(C)=O.O.O. The value obtained for the HOMO-LUMO gap is 0.37511 hartree. The lowest unoccupied orbital energy comes out at 0.626 eV.

Model R:
ORCA calculation (ωB97M-V with the def2-TZVPD basis set) on a 3-piece molecular cluster, C3H11NO3 overall.

Cartesian coordinates (Å):
C  -0.820  1.742  -0.520
C  -2.077  0.924  -0.520
N  -1.870  -0.438  -0.401
C  -0.645  -1.086  0.020
O  -3.217  1.302  -0.742
H  -0.935  2.808  -0.335
H  -0.162  1.425  0.288
H  -0.224  1.633  -1.424
H  -2.631  -0.971  -0.785
H  -0.813  -2.157  0.010
H  -0.291  -0.640  0.950
H  0.223  -0.919  -0.636
H  4.049  -2.631  -2.283
H  2.587  -3.105  -2.814
O  3.332  -2.473  -2.885
H  0.769  2.006  4.539
H  1.818  1.318  3.610
O  0.907  1.261  3.925

Its structure (SMILES) is CNC(C)=O.O.O. The value obtained for the HOMO-LUMO gap is 0.36066 hartree. The lowest unoccupied orbital energy comes out at 0.523 eV.

Preferred: model R; penalty for the next structure: 69.2 kJ/mol.

Model P:
ORCA calculation (ωB97M-V with the def2-TZVPD basis set) on one molecule with the formula C5H4.

Cartesian coordinates (Å):
C  -0.996  -0.931  0.867
C  -0.591  -2.148  0.764
C  -1.324  0.454  0.596
C  -0.063  0.634  -0.115
C  0.365  -0.819  -0.009
H  -2.120  1.098  1.047
H  0.376  1.419  -0.643
H  1.268  -1.143  0.653
H  0.304  -1.199  -0.975

The value obtained for the HOMO-LUMO gap is 0.35836 hartree. The lowest unoccupied orbital energy comes out at 0.614 eV.

Model Q:
ORCA calculation (ωB97M-V with the def2-TZVPD basis set) on one molecule with the formula C5H4.

Cartesian coordinates (Å):
C  -2.476  -0.410  0.092
C  -1.209  -0.061  -0.174
C  0.021  0.638  0.060
C  1.377  0.148  0.004
C  2.439  -0.421  -0.004
H  -3.436  -0.877  0.026
H  -0.282  1.390  0.837
H  -0.263  1.403  -0.802
H  3.078  -1.278  0.075

Its structure (SMILES) is C#CCC#C. The value obtained for the HOMO-LUMO gap is 0.36681 hartree. The lowest unoccupied orbital energy comes out at 0.700 eV.

Model R:
ORCA calculation (ωB97M-V with the def2-TZVPD basis set) on one molecule with the formula C5H4.

Cartesian coordinates (Å):
C  2.044  0.013  -0.009
C  0.601  -0.043  0.023
C  -0.601  -0.037  0.037
C  -1.986  -0.037  0.055
C  -3.194  0.023  0.000
H  2.500  -0.856  -0.542
H  2.408  0.935  -0.463
H  2.493  -0.009  1.015
H  -4.266  0.010  -0.116

Its structure (SMILES) is C#CC#CC. The value obtained for the HOMO-LUMO gap is 0.37792 hartree. The lowest unoccupied orbital energy comes out at 0.973 eV.

Model S:
ORCA calculation (ωB97M-V with the def2-TZVPD basis set) on one molecule with the formula C5H4.

Cartesian coordinates (Å):
C  -1.277  -0.348  0.282
C  -0.665  1.554  -0.790
C  -0.095  0.538  -0.234
C  1.260  0.192  -0.058
C  2.410  -0.121  0.106
H  -1.043  -0.613  1.298
H  -1.362  -1.265  -0.281
H  -2.242  0.130  0.294
H  3.430  -0.403  0.252

The value obtained for the HOMO-LUMO gap is 0.34607 hartree. The lowest unoccupied orbital energy comes out at -0.215 eV.

Preferred: model R; penalty for the next structure: 219.4 kJ/mol.

Model P:
ORCA calculation (ωB97M-V with the def2-TZVPD basis set) on a 2-piece molecular cluster, C5H4 overall.

Cartesian coordinates (Å):
C  -2.203  0.373  -0.038
C  -2.280  -0.797  0.198
C  1.322  -0.343  -0.055
C  2.249  0.573  -0.012
C  1.110  0.781  0.782
H  -2.052  1.430  -0.078
H  1.100  -1.205  -0.627
H  3.204  0.961  -0.523
H  -2.450  -1.773  0.352

Its structure (SMILES) is C1=CC=1.C#C. The value obtained for the HOMO-LUMO gap is 0.37261 hartree. The lowest unoccupied orbital energy comes out at 1.073 eV.

Model Q:
ORCA calculation (ωB97M-V with the def2-TZVPD basis set) on one molecule with the formula C5H4.

Cartesian coordinates (Å):
C  2.236  0.513  -0.476
C  1.171  0.198  -0.042
C  0.012  -0.282  0.760
C  -1.178  -0.355  0.045
C  -2.263  -0.051  -0.424
H  3.106  0.922  -0.857
H  -0.290  0.293  1.783
H  0.158  -1.291  1.180
H  -2.843  -0.066  -1.295

Its structure (SMILES) is C#CCC#C. The value obtained for the HOMO-LUMO gap is 0.39143 hartree. The lowest unoccupied orbital energy comes out at 0.777 eV.

Model R:
ORCA calculation (ωB97M-V with the def2-TZVPD basis set) on one molecule with the formula C5H4.

Cartesian coordinates (Å):
C  -0.263  1.444  1.695
C  -0.414  0.325  1.073
C  -0.321  -0.665  0.093
C  0.305  -0.484  -1.170
C  0.832  -0.383  -2.252
H  -0.967  2.261  1.811
H  0.170  -0.531  1.617
H  -0.643  -1.672  0.342
H  1.302  -0.295  -3.208

The value obtained for the HOMO-LUMO gap (alpha / beta) is 0.27242 / 0.27135 hartree. The lowest unoccupied orbital energy (alpha / beta) comes out at -0.543 / -0.520 eV.

Preferred: model Q; penalty for the next structure: 203.7 kJ/mol.

Model P:
ORCA calculation (ωB97M-V with the def2-TZVPD basis set) on one molecule with the formula C5H4.

Cartesian coordinates (Å):
C  -1.987  -0.240  -0.001
C  -0.588  0.141  0.004
C  0.572  0.466  0.005
C  1.941  0.540  0.003
C  3.133  0.365  -0.001
H  -2.206  -0.908  0.838
H  -2.238  -0.755  -0.933
H  -2.607  0.655  0.088
H  3.981  -0.264  -0.002

Its structure (SMILES) is C#CC#CC. The value obtained for the HOMO-LUMO gap is 0.37624 hartree. The lowest unoccupied orbital energy comes out at 0.937 eV.

Model Q:
ORCA calculation (ωB97M-V with the def2-TZVPD basis set) on C5H4 as an isolated structure.

Cartesian coordinates (Å):
C  0.850  0.898  -0.603
C  -0.057  1.571  0.156
C  1.462  -0.209  -0.710
C  -0.043  -0.836  0.416
C  -0.894  0.379  0.481
H  2.359  -0.777  -1.143
H  -0.601  -1.716  0.144
H  -1.245  0.575  1.457
H  -1.832  0.116  -0.197

The value obtained for the HOMO-LUMO gap (alpha / beta) is 0.28798 / 0.27132 hartree. The lowest unoccupied orbital energy (alpha / beta) comes out at -0.744 / -0.656 eV.

Preferred: model P; penalty for the next structure: 563.7 kJ/mol.

Model P:
ORCA calculation (ωB97M-V with the def2-TZVPD basis set) on a 2-piece molecular cluster, CH7NS2 overall.

Cartesian coordinates (Å):
N  3.615  0.835  -1.174
H  3.921  0.379  -2.042
H  3.351  1.842  -1.292
H  2.997  0.291  -0.658
C  0.072  -0.188  -1.298
S  -0.023  -0.207  0.693
S  -2.102  -0.266  0.806
H  1.007  -0.178  -1.769
H  -0.361  -1.197  -1.505
H  -0.491  0.687  -1.770
H  -2.148  1.032  1.044

Its structure (SMILES) is CSS.N. The value obtained for the HOMO-LUMO gap is 0.35608 hartree. The lowest unoccupied orbital energy comes out at 0.419 eV.

Model Q:
ORCA calculation (ωB97M-V with the def2-TZVPD basis set) on a 2-piece molecular cluster, CH7NS2 overall.

Cartesian coordinates (Å):
S  1.611  0.182  -0.413
S  0.440  1.524  0.654
H  2.781  0.660  -0.050
H  0.056  2.255  -0.402
C  -1.966  -2.213  0.167
N  -1.787  -0.935  -0.546
H  -1.181  -2.437  0.902
H  -1.921  -3.054  -0.526
H  -2.952  -2.272  0.634
H  -1.493  -0.259  0.147
H  -0.995  -1.073  -1.159

Its structure (SMILES) is CN.SS. The value obtained for the HOMO-LUMO gap is 0.34792 hartree. The lowest unoccupied orbital energy comes out at 0.170 eV.

Preferred: model Q; penalty for the next structure: 26.0 kJ/mol.